(1)
C20H28NO2PdSe | the ωB97M-V functional and the def2-TZVPD basis

frontier orbital gap (spin up / spin down): 5.9 / 6.3 eV
energy relative to the best compared isomer or geometry (same formula, charge and spin): 155.3 kcal/mol
HOMO level (spin up / spin down): -9.280 / -11.359 eV
⟨S²⟩: 6.03
LUMO (spin up / spin down): -3.37 / -5.10 eV

The geometry in ORCA input format:
```
! wB97M-V def2-TZVPD RIJCOSX def2/J DEFGRID3
* xyz 1 5
O -0.080 0.049 0.557
C 0.913 -0.498 -0.361
C 0.420 0.409 -1.480
H 0.757 -1.563 -0.496
H 1.921 -0.332 0.005
C -0.725 0.821 -0.541
H 0.112 -0.087 -2.396
H 1.096 1.226 -1.719
C -2.053 0.199 -0.902
H -1.978 -0.885 -0.921
H -2.358 0.537 -1.893
H -2.832 0.476 -0.198
C -0.832 2.284 -0.212
H 0.146 2.735 -0.073
H -1.408 2.436 0.698
H -1.336 2.806 -1.025
Pd 0.000 0.000 2.784
C 0.872 1.548 4.331
C 1.801 0.494 4.215
C 2.350 0.553 2.915
H 2.047 -0.232 4.970
C 1.750 1.621 2.235
C 0.814 2.229 3.094
H 0.185 3.072 2.861
H 0.303 1.787 5.211
H 3.054 -0.146 2.504
H 1.933 1.892 1.210
C -1.468 -0.459 4.637
C -1.925 0.717 3.995
C -2.328 0.377 2.693
H -1.952 1.704 4.421
C -2.122 -1.015 2.531
C -1.608 -1.524 3.737
H -1.291 -2.537 3.903
H -1.060 -0.522 5.632
H -2.746 1.056 1.972
H -2.273 -1.583 1.631
O 0.709 -1.670 -4.631
C 0.256 -0.560 -5.415
C 0.413 -0.970 -6.870
H 0.868 0.320 -5.187
H -0.775 -0.334 -5.140
C 1.623 -1.894 -6.801
H 0.556 -0.119 -7.534
H -0.465 -1.520 -7.209
C 1.393 -2.603 -5.475
H 2.544 -1.311 -6.768
H 1.690 -2.584 -7.640
H 2.318 -2.907 -4.985
H 0.771 -3.495 -5.610
Se 0.000 0.000 7.854
C 0.000 0.000 6.100
N 0.000 0.000 4.784
*
```

(2)
C4H3I | the ωB97M-V functional and the def2-TZVPD basis

frontier orbital gap (spin up / spin down): 7.4 / 7.4 eV
energy relative to the best compared isomer or geometry (same formula, charge and spin): 99.7 kcal/mol
HOMO level (spin up / spin down): -8.160 / -8.160 eV
LUMO (spin up / spin down): -0.75 / -0.75 eV

The geometry in ORCA input format:
```
! wB97M-V def2-TZVPD RIJCOSX def2/J DEFGRID3
* xyz 0 1
C 1.012 1.258 -0.347
C 0.493 0.356 0.343
C 0.471 -0.931 -0.258
C -0.622 -0.749 0.539
I -2.564 0.119 -0.161
H 1.651 2.100 -0.439
H 0.316 -0.997 -1.299
H -0.757 -1.154 1.623
*
```

(3)
C61H39F4N7O8PS2Ti | the ωB97M-V functional and the def2-TZVPD basis

frontier orbital gap: 3.8 eV
energy relative to the best compared isomer or geometry (same formula, charge and spin): 26.6 kcal/mol
HOMO level: -3.719 eV
LUMO: 0.09 eV

The geometry in ORCA input format:
```
! wB97M-V def2-TZVPD RIJCOSX def2/J DEFGRID3
* xyz -1 1
Ti 0.397 -0.807 0.114
O -0.476 -2.098 3.764
C 0.065 -1.390 2.938
O -0.354 -1.313 1.707
C 1.177 -0.460 3.315
C 1.443 -0.283 4.655
C 2.380 0.659 5.062
C 3.015 1.455 4.131
C 2.736 1.319 2.786
C 1.838 0.305 2.317
O 1.647 0.072 1.046
N 3.311 2.284 1.894
O 2.878 2.365 0.765
O 4.180 3.021 2.324
N 2.641 0.853 6.466
O 3.435 1.717 6.789
O 2.049 0.145 7.259
H 0.914 -0.873 5.389
H 3.706 2.221 4.450
C 2.387 -3.179 1.663
C 1.197 -3.883 1.082
C 0.996 -5.245 1.398
C -0.078 -5.904 0.887
C -0.974 -5.231 0.029
C -2.090 -5.867 -0.546
C -2.912 -5.166 -1.385
C -2.645 -3.827 -1.683
C -1.564 -3.162 -1.136
S -1.297 -1.499 -1.570
C -0.704 -3.866 -0.249
N 0.367 -3.228 0.298
H 2.250 -3.042 2.739
H 2.547 -2.212 1.193
H 3.284 -3.783 1.526
H 1.698 -5.740 2.055
H -0.258 -6.946 1.122
H -2.273 -6.910 -0.317
H -3.771 -5.649 -1.833
H -3.278 -3.280 -2.370
C -2.247 1.000 -5.102
C -1.121 0.196 -5.173
C -0.168 0.236 -4.167
C -0.310 1.092 -3.078
C -1.472 1.862 -2.996
C -2.424 1.824 -4.001
P 0.884 1.198 -1.669
C 2.562 1.185 -2.449
C 3.483 2.188 -2.133
C 4.777 2.151 -2.627
C 5.186 1.117 -3.453
C 4.286 0.115 -3.774
C 2.998 0.140 -3.266
C 0.698 3.003 -1.374
C 0.968 3.901 -2.407
C 0.891 5.264 -2.186
C 0.524 5.747 -0.937
C 0.219 4.861 0.083
C 0.311 3.492 -0.133
H -2.989 0.972 -5.889
H -0.982 -0.476 -6.009
H 0.681 -0.423 -4.246
H -1.633 2.499 -2.136
H -3.310 2.442 -3.923
H 3.206 2.988 -1.470
H 5.471 2.933 -2.348
H 6.202 1.080 -3.822
H 4.588 -0.703 -4.416
H 2.348 -0.686 -3.501
H 1.256 3.523 -3.380
H 1.135 5.952 -2.985
H 0.485 6.813 -0.758
H -0.070 5.238 1.056
H 0.095 2.791 0.661
F 3.033 -6.255 -3.462
C 3.959 -5.651 -2.698
C 5.152 -6.304 -2.497
F 5.321 -7.491 -3.098
C 6.191 -5.777 -1.702
C 5.891 -4.523 -1.128
C 4.699 -3.876 -1.341
F 4.495 -2.680 -0.745
C 3.677 -4.399 -2.142
C 2.425 -3.686 -2.359
C 2.103 -2.529 -1.725
N 1.708 -1.543 -1.214
C 1.375 -4.142 -3.200
N 0.492 -4.450 -3.877
F 6.793 -3.932 -0.327
C 7.429 -6.453 -1.482
C 8.513 -5.900 -0.764
N 9.449 -5.513 -0.204
C 7.701 -7.758 -1.950
N 7.987 -8.830 -2.279
O -1.185 0.788 0.363
S -2.543 1.025 0.998
C -3.340 -0.650 0.914
C -4.523 -1.046 1.740
C -4.469 -2.262 2.416
C -5.570 -2.731 3.112
C -6.736 -1.983 3.153
C -6.793 -0.764 2.492
C -5.698 -0.301 1.782
C -2.098 1.381 2.770
C -3.191 1.397 3.789
C -4.111 2.442 3.808
C -5.128 2.465 4.747
C -5.232 1.444 5.678
C -4.306 0.412 5.679
C -3.287 0.387 4.740
H -2.520 -1.335 1.093
H -3.605 -0.698 -0.144
H -3.554 -2.843 2.399
H -5.513 -3.681 3.628
H -7.597 -2.345 3.700
H -7.698 -0.171 2.525
H -5.750 0.648 1.261
H -1.655 2.375 2.686
H -1.324 0.668 3.022
H -4.025 3.238 3.077
H -5.840 3.280 4.753
H -6.040 1.449 6.399
H -4.378 -0.383 6.409
H -2.568 -0.423 4.744
*
```

(4)
C52H34CrN13 | the ωB97M-V functional and the def2-TZVPD basis

frontier orbital gap (spin up / spin down): 5.1 / 5.0 eV
energy relative to the best compared isomer or geometry (same formula, charge and spin): 0.0 kcal/mol
HOMO level (spin up / spin down): -5.451 / -5.588 eV
⟨S²⟩: 3.90
LUMO (spin up / spin down): -0.31 / -0.59 eV

The geometry in ORCA input format:
```
! wB97M-V def2-TZVPD RIJCOSX def2/J DEFGRID3
* xyz 0 4
Cr 0.981 0.424 -0.292
C 1.153 -6.095 0.322
C -0.236 -5.995 0.347
C -0.868 -4.771 0.140
C -0.073 -3.661 -0.068
C -0.424 -2.245 -0.436
N 0.861 -1.554 -0.513
C 1.861 -2.422 -0.403
N 3.151 -2.216 -0.522
C 3.626 -0.963 -0.659
C 5.014 -0.669 -0.917
C 6.103 -1.498 -1.189
C 7.332 -0.905 -1.389
C 7.482 0.494 -1.312
C 6.411 1.318 -1.034
C 5.164 0.721 -0.839
C 3.867 1.263 -0.527
N 3.639 2.524 -0.221
C 2.465 3.023 0.134
N 1.230 2.369 0.145
C 0.286 3.213 0.608
N -1.050 2.990 0.738
C -1.551 1.842 0.373
N -0.912 0.772 -0.113
C -1.808 -0.335 -0.373
N -0.947 -2.146 -1.812
C -3.171 0.223 0.005
C -4.435 -0.339 -0.022
C -5.508 0.433 0.412
C -5.321 1.739 0.858
C -4.051 2.304 0.879
C -2.993 1.526 0.448
C 0.903 4.476 0.925
C 0.376 5.665 1.435
C 1.237 6.725 1.622
C 2.607 6.610 1.305
C 3.134 5.440 0.802
C 2.264 4.361 0.608
N 2.954 0.200 -0.474
C 1.308 -3.766 -0.109
C 1.943 -4.976 0.084
H 1.620 -7.058 0.483
H -0.834 -6.881 0.523
H -1.949 -4.703 0.143
H 5.980 -2.572 -1.241
H 8.197 -1.519 -1.606
H 8.461 0.927 -1.474
H 6.520 2.392 -0.965
H -4.606 -1.350 -0.366
H -6.505 0.011 0.401
H -6.173 2.317 1.191
H -3.874 3.317 1.215
H -0.678 5.739 1.673
H 0.863 7.661 2.017
H 3.254 7.464 1.463
H 4.185 5.349 0.562
H 3.023 -5.037 0.048
C -3.455 -1.893 -5.662
C -2.823 -1.658 -4.321
C -2.998 -2.483 -3.288
C -2.396 -2.189 -1.971
C -1.683 -0.878 -1.807
N -1.388 -1.525 0.369
C -1.693 -1.581 1.752
C -2.784 -2.394 2.072
C -3.470 -2.319 3.262
C -3.122 -1.329 4.173
C -3.932 -1.102 5.421
C -2.005 -0.562 3.903
C -1.211 -0.722 2.760
N 0.058 -0.026 2.805
C 0.607 0.405 3.976
C 1.911 0.737 3.761
C 2.116 0.461 2.409
N 1.014 0.000 1.835
C -1.448 -0.072 -3.024
C -1.959 -0.480 -4.187
N -0.510 1.007 -3.007
C -0.447 1.983 -3.940
C 0.789 2.563 -3.875
C 1.444 1.875 -2.842
N 0.665 0.944 -2.318
H -4.016 -2.826 -5.673
H -2.699 -1.937 -6.449
H -4.138 -1.077 -5.913
H -3.652 -3.344 -3.374
H -2.955 -2.521 -1.104
H -3.125 -3.066 1.294
H -4.319 -2.965 3.450
H -4.996 -1.052 5.184
H -3.650 -0.174 5.917
H -3.792 -1.920 6.131
H -1.759 0.209 4.616
H 0.068 0.403 4.901
H 2.619 1.118 4.475
H 3.014 0.580 1.827
H -1.674 0.023 -5.103
H -1.292 2.198 -4.572
H 1.167 3.382 -4.461
H 2.429 2.048 -2.436
*
```

Q: Which value of energy relative to the best compared isomer or geometry (same formula, charge and spin) does entry 1 give?
A: 155.3 kcal/mol

Q: Among the records above, which one has the highest energy relative to the best compared isomer or geometry (same formula, charge and spin)?
A: C20H28NO2PdSe